The following is a DFT calculation (wB97M-V/def2-TZVPD) of a gas-phase ion, C4H9NOS (charge +1) at a distorted geometry.

Geometry (Å):
S: -2.094 -2.001 0.078
O: -1.406 2.176 -0.932
N: 0.719 1.666 -0.506
C: 1.297 0.497 0.090
C: -0.554 2.191 -0.101
C: 0.445 -0.782 -0.392
C: -0.569 -1.181 0.679
H: -0.173 -1.838 1.445
H: 0.695 1.468 -1.513
H: 2.342 0.407 -0.211
H: -0.656 2.523 0.929
H: 0.121 -0.629 -1.423
H: -0.881 -0.220 1.098
H: -1.626 -3.245 0.138
H: 1.189 -1.576 -0.548
H: 1.152 0.544 1.170

Summary:
Charge = +1
Orbital gap (spin up / spin down) = 11.33 / 3.93 eV
Expectation value of S² = 0.7612
Relative energy (zero: lowest compared OMol25 entry of this formula, charge and spin) = 26.3 kcal per mole
Multiplicity = 2

Atom charges from the Mulliken analysis, given in e for atoms 1 to 4: 0.0007, -0.3671, -0.0859, -0.8516

***

The following is a DFT calculation (wB97M-V/def2-TZVPD) of a molecular structure, C20H14N5NaO4S at a distorted geometry.

Geometry (Å):
S: -2.128 -0.414 -1.214
Na: 0.176 0.315 0.702
O: -1.042 4.312 2.595
O: -1.143 2.466 1.289
O: 3.681 -0.857 2.485
O: 2.067 -0.474 0.957
N: 1.085 1.525 2.333
N: -3.599 -3.984 -0.413
N: -1.225 -2.710 -1.049
N: -0.456 -3.086 -0.155
N: -3.597 -2.593 -0.656
C: 0.537 2.571 2.937
C: -2.637 -6.738 1.793
C: -2.562 -3.961 1.779
C: -3.060 -4.639 0.654
C: 1.523 -2.982 -1.576
C: 2.109 2.400 4.724
C: 2.730 -3.527 -1.974
C: 2.136 0.910 2.863
C: 0.749 -3.632 -0.618
C: 1.199 -4.829 -0.065
C: 2.683 1.315 4.073
C: -3.075 -6.046 0.680
C: 2.397 -5.379 -0.485
C: 1.030 3.052 4.145
C: -2.171 -6.060 2.912
C: 2.691 -0.263 2.030
C: -0.675 3.187 2.198
C: -2.129 -4.669 2.883
C: -2.432 -2.067 -0.840
C: 3.168 -4.731 -1.441
H: -2.511 -2.882 1.765
H: 1.171 -2.038 -1.971
H: 4.108 -5.161 -1.766
H: 2.729 -6.324 -0.071
H: 2.506 2.729 5.680
H: 0.584 -5.332 0.672
H: 3.323 -3.013 -2.721
H: -1.836 -6.605 3.786
H: -3.891 -4.540 -1.198
H: -3.425 -6.580 -0.198
H: 3.537 0.787 4.475
H: -2.643 -7.823 1.783
H: 0.558 3.915 4.595
H: -1.736 -4.131 3.737

Summary:
Charge = -2
Orbital gap = 6.52 eV
Relative energy (zero: lowest compared OMol25 entry of this formula, charge and spin) = 26.7 kcal per mole

Atom charges from the Mulliken analysis, given in e for atoms 1 to 4: -0.4216, 0.9446, -0.7905, -0.6526